[1]
DFT (ωB97M-V with the def2-TZVPD basis set) results for a molecular structure, C17H22AsBrN5O6PbS.

Geometry as XYZ:
```
54
Properties=species:S:1:pos:R:3
Pb 2.02184 -1.34279 1.61744
O 0.77232 0.18622 -2.62976
As 2.02055 -1.07769 -2.45906
O 3.13538 -0.70373 -3.56281
O 2.27939 -0.35854 -0.71122
C 0.79318 -2.55637 -2.53426
C -0.37523 -2.44936 -3.27414
C -1.15079 -3.58852 -3.45748
C -0.76786 -4.80716 -2.91248
C 0.39306 -4.91185 -2.15678
C 1.16175 -3.77763 -1.98002
S 2.59635 -3.73684 -0.96537
O 3.27447 -4.98470 -0.93995
O 3.33421 -2.59387 -1.56096
O 2.03918 -3.30554 0.34868
H 1.16823 0.84592 -3.21675
H -0.65449 -1.50068 -3.70904
H -2.05333 -3.52796 -4.05245
H -1.37015 -5.68859 -3.08934
H 0.71139 -5.85312 -1.72717
Br 3.98654 -0.05039 -0.14886
C -3.97625 -1.76228 -1.37189
C -2.66987 -1.60586 -0.65210
C -1.93727 -0.42603 -0.72592
C -0.72691 -0.32740 -0.07193
N -0.22086 -1.33124 0.65282
C -0.91145 -2.48041 0.71960
C -2.12483 -2.65045 0.09250
H -4.49389 -0.80899 -1.46620
H -4.62676 -2.47125 -0.86219
H -3.79926 -2.14224 -2.38144
H -2.29129 0.41060 -1.31435
H -0.12072 0.56598 -0.15812
H -0.45928 -3.28944 1.28252
H -2.64149 -3.59803 0.17703
C -0.41828 4.74806 1.21052
C -0.08549 5.19845 2.63042
C 1.28813 5.85897 2.70072
C -0.21416 4.04965 3.63450
N 0.58872 2.87649 3.26905
C 0.26277 1.82089 2.53385
N 1.32591 1.05589 2.42809
N 2.31298 1.67244 3.12056
N 1.87975 2.76475 3.62446
H -0.43411 5.60652 0.53957
H -1.39961 4.26749 1.15467
H 0.33548 4.05483 0.82537
H -0.84077 5.92346 2.94498
H 2.08445 5.14951 2.46574
H 1.48320 6.26532 3.69434
H 1.35002 6.67814 1.98393
H -1.24747 3.71306 3.70819
H 0.12417 4.35905 4.62097
H -0.71154 1.63729 2.11154
```

The HOMO energy is -12.72 eV. The total charge is +1. The value obtained for the gap between HOMO and LUMO is 8.655 eV.

[2]
DFT (ωB97M-V with the def2-TZVPD basis set) results for 2 unconnected molecules or ions with the total composition C5H9N.

Geometry as XYZ:
```
15
Properties=species:S:1:pos:R:3
C 0.25648 1.16329 0.73818
C 0.83100 -0.00599 -0.06693
N 0.88677 0.26298 -1.44406
C 1.86793 -0.59823 0.56227
H -0.00358 0.57077 -1.81444
H 1.27976 -0.48894 -1.98840
H 0.35141 1.01107 1.81043
H 0.72604 2.10895 0.47164
H -0.84564 1.03118 0.53837
H 2.67353 -1.05754 0.00845
H 1.90101 -0.70621 1.63206
C -1.94852 -0.83573 0.10649
C -3.12040 -0.82610 -0.17200
H -4.13249 -0.74958 -0.44723
H -0.72330 -0.87993 0.06517
```

The HOMO energy is -8.56 eV. As for the structure (SMILES): C=C(C)N.C#C. The total charge is 0. The value obtained for the gap between HOMO and LUMO is 9.529 eV.

[3]
DFT (ωB97M-V with the def2-TZVPD basis set) results for C13H15N3O3S in the gas phase.

Geometry as XYZ:
```
35
Properties=species:S:1:pos:R:3
C 3.90425 2.39074 -3.88272
H 4.11990 3.14442 -4.63825
O 2.50341 2.38594 -3.74004
C 1.94056 1.53005 -2.85067
C 0.54724 1.58622 -2.75211
C -0.13076 0.75222 -1.89176
C 0.56593 -0.15869 -1.09824
C 1.95321 -0.19056 -1.17857
C 2.64123 0.63293 -2.04898
H 3.71702 0.57103 -2.09149
H 2.48966 -0.88173 -0.54611
C -0.10287 -1.06800 -0.12847
O 0.42085 -1.41343 0.91354
N -1.32798 -1.50298 -0.51801
H -1.69948 -1.20377 -1.40589
C -2.20395 -2.29465 0.31876
C -3.41055 -1.42556 0.64794
O -4.41071 -1.40255 -0.02952
N -3.26317 -0.54072 1.68647
C -2.24920 -0.45098 2.60561
N -1.55562 -1.39980 3.03957
C -0.49155 -1.02648 3.90997
H 0.43783 -1.19141 3.35606
H -0.50150 -1.68779 4.77925
C -0.62904 0.45698 4.33440
H -0.97047 0.56144 5.36427
H 0.29655 1.01193 4.20107
S -1.89680 1.18258 3.25264
H -3.99139 0.16200 1.75496
H -2.54617 -3.17903 -0.22543
H -1.65090 -2.57476 1.21626
H -1.20550 0.83956 -1.81822
H 0.02147 2.30129 -3.36481
H 4.27629 1.41968 -4.22428
H 4.40224 2.66386 -2.94717
```

The HOMO energy is -8.74 eV. As for the structure (SMILES): COc1ccc(C(=O)NCC(=O)NC2=NCCS2)cc1. The total charge is 0. The value obtained for the gap between HOMO and LUMO is 9.383 eV.

[4]
DFT (ωB97M-V with the def2-TZVPD basis set) results for a gas-phase ion, C4H5N2OS (charge -1).

Geometry as XYZ:
```
13
Properties=species:S:1:pos:R:3
C 0.90327 1.46926 0.26276
C -2.36850 -0.60372 0.13346
C 1.59750 0.18615 -0.25991
C 0.30243 -0.76873 -0.15413
N -0.36350 1.31266 0.37875
N -0.78966 0.10730 0.27250
O -2.15796 -1.78584 0.39863
S -3.53394 0.46089 -0.23498
H 1.32449 2.45256 0.58720
H 2.14073 0.08722 -1.21529
H 2.39116 -0.17590 0.48823
H 0.07642 -1.08640 -1.24311
H 0.47757 -1.65545 0.58590
```

The HOMO energy is -3.36 eV. As for the structure (SMILES): [O-]C(=S)N1CCC=N1. The total charge is -1. The value obtained for the gap between HOMO and LUMO is 7.181 eV.

[5]
DFT (ωB97M-V with the def2-TZVPD basis set) results for 3 unconnected molecules or ions with the total composition C39H39BF3N3O5P.

Geometry as XYZ:
```
91
Properties=species:S:1:pos:R:3
C 2.42883 -7.01402 4.67989
B 2.84555 -5.54715 5.04994
O 2.91827 -5.10806 6.33865
C 3.15946 -4.47797 3.87620
N 4.23174 -5.02023 3.07005
C 3.48171 -3.08770 4.41474
N 3.68657 -2.03842 3.40396
C 2.95860 -2.26626 2.13392
P 2.80566 -0.73377 1.07145
C 3.15512 0.65833 2.21370
C 4.30041 -0.88601 0.02053
C 1.62582 -2.91931 2.48185
C 0.60522 -2.98546 1.35598
C -0.71186 -3.65130 1.77944
C -1.33821 -3.00204 2.96781
F -1.21883 -1.65796 3.01365
C -2.06969 -3.58731 3.89054
F -2.02849 -4.89005 4.12449
F -2.91008 -2.97842 4.69069
N 1.93130 -4.32701 2.94090
H 3.20676 -7.72413 4.97997
H 1.52091 -7.28653 5.22111
H 2.26938 -7.17384 3.61033
H 3.59598 -5.45934 6.92455
H 5.11125 -4.54149 3.21597
H 4.38416 -6.01414 3.19531
H 2.65988 -2.79419 5.07147
H 4.36528 -3.14448 5.04757
H 4.67295 -2.01911 3.16902
H 3.51498 -2.99127 1.51787
H 2.50534 1.47923 1.91821
H 2.96545 0.39013 3.25047
H 4.18403 1.00527 2.11197
H 4.02665 -1.48343 -0.84770
H 5.15967 -1.34517 0.51373
H 4.57426 0.10534 -0.33765
H 1.17715 -2.39078 3.32566
H 1.01834 -3.54772 0.51276
H 0.40285 -1.97083 1.02995
H -1.40525 -3.57069 0.93868
H -0.60302 -4.72323 1.96572
H 2.10129 -4.91209 2.11943
H 1.10553 -4.69246 3.41844
C -0.46264 -0.93536 -6.63866
C -1.45794 -0.04514 -7.02562
C -2.31297 0.49635 -6.08029
C -2.18189 0.14423 -4.74303
C -1.19135 -0.76206 -4.35621
C -0.32954 -1.29375 -5.30788
C -1.04912 -1.18131 -2.93535
O -0.18668 -1.96346 -2.58530
C -2.00861 -0.60958 -1.94897
C -1.91951 -1.00966 -0.62405
C -2.77888 -0.48797 0.32467
C -3.73937 0.44790 -0.04799
C -3.83639 0.85041 -1.36956
C -2.97679 0.31848 -2.32415
C -3.10644 0.75388 -3.74391
O -3.92717 1.58406 -4.06800
H 0.20762 -1.35186 -7.37893
H -1.56557 0.22602 -8.06753
H -3.09048 1.19202 -6.36543
H 0.43754 -1.98749 -4.99229
H -1.16309 -1.73419 -0.36047
H -2.70275 -0.81235 1.35327
H -4.40811 0.86443 0.69358
H -4.57233 1.58000 -1.67803
C -2.93691 5.27341 -5.33505
C -2.94229 6.66348 -5.38097
C -2.53352 7.39959 -4.28043
C -2.12515 6.74805 -3.12330
C -2.13289 5.35305 -3.07392
C -2.53119 4.62095 -4.18368
C -1.73730 4.61790 -1.84057
O -1.73449 3.40355 -1.79994
C -1.34905 5.42706 -0.64928
C -1.02386 4.77284 0.53316
C -0.65054 5.50403 1.64775
C -0.59291 6.89229 1.58528
C -0.91891 7.54921 0.41112
C -1.30453 6.82078 -0.70770
C -1.67774 7.55625 -1.95376
O -1.62114 8.76495 -2.00568
H -3.25508 4.70014 -6.19590
H -3.26744 7.17403 -6.27796
H -2.52890 8.48074 -4.30294
H -2.53069 3.54270 -4.12298
H -1.07146 3.69244 0.56293
H -0.40280 4.99427 2.56991
H -0.29628 7.46173 2.45632
H -0.88341 8.62809 0.34644
```

The HOMO energy is -10.93 eV. The total charge is +1. The value obtained for the gap between HOMO and LUMO is 8.213 eV.

[6]
DFT (ωB97M-V with the def2-TZVPD basis set) results for 14 unconnected molecules or ions with the total composition C16H5Cl52N2.

Geometry as XYZ:
```
75
Properties=species:S:1:pos:R:3
C -1.00219 -1.44184 -2.21539
C -1.84275 -0.58323 -2.24793
C -2.92955 0.46524 -2.10117
N -2.38813 1.83655 -2.34147
N -0.96292 1.79798 -2.21559
H -0.02325 -1.85561 -2.28672
H -3.29712 0.42628 -1.05487
H -3.71997 0.23098 -2.83192
H -0.49301 2.26756 -2.98057
H -0.64020 2.13853 -1.31730
C 2.38502 3.38483 -0.16469
Cl 3.29221 4.04423 1.21328
Cl 2.14694 4.65055 -1.37376
Cl 3.29096 2.04799 -0.88518
Cl 0.81652 2.80664 0.38487
C -0.06956 7.66494 -3.73360
Cl 0.32877 9.21957 -4.48545
Cl 1.42126 6.75402 -3.44671
Cl -0.88811 7.94545 -2.19344
Cl -1.12300 6.74068 -4.80422
C -2.93074 -4.07373 -5.25641
Cl -3.44103 -5.42039 -4.22205
Cl -1.41166 -4.49989 -6.06553
Cl -4.17571 -3.78593 -6.48686
Cl -2.67687 -2.63290 -4.25707
C 5.53912 7.72235 -1.12224
Cl 4.03530 7.56313 -2.03844
Cl 6.59233 8.88948 -1.93911
Cl 5.17299 8.30193 0.50868
Cl 6.37774 6.16780 -1.01159
C 7.53553 1.91156 1.07630
Cl 8.63548 0.88070 0.14815
Cl 6.16083 0.95340 1.63240
Cl 8.39122 2.58159 2.47501
Cl 6.96280 3.23260 0.04996
C -2.58555 -3.86828 0.72387
Cl -1.63618 -3.45629 2.16393
Cl -2.46690 -2.55853 -0.47387
Cl -1.94922 -5.36426 0.01805
Cl -4.29173 -4.11198 1.19960
C -2.39448 -7.04509 4.09069
Cl -2.95009 -8.08496 2.77198
Cl -0.84325 -6.31798 3.65495
Cl -3.58503 -5.77293 4.37993
Cl -2.19750 -8.00990 5.56431
C -1.27839 3.01287 3.94366
Cl -2.53005 2.71869 5.16215
Cl -1.94402 2.75637 2.33310
Cl -0.70019 4.68102 4.07663
Cl 0.07438 1.90274 4.20884
C -5.90328 -8.24536 -0.31003
Cl -5.09965 -6.71686 0.04749
Cl -4.69339 -9.53600 -0.43033
Cl -7.04475 -8.63279 0.98792
Cl -6.77795 -8.11571 -1.84372
C -6.37093 -0.42033 -6.14814
Cl -6.82126 1.27919 -5.94572
Cl -5.96523 -0.72110 -7.84877
Cl -4.98076 -0.79363 -5.13498
Cl -7.73730 -1.45001 -5.68339
C 9.31366 -1.49663 -3.39068
Cl 10.40772 -2.53071 -4.32095
Cl 7.93628 -2.44856 -2.82761
Cl 10.17743 -0.83052 -1.99695
Cl 8.73950 -0.17382 -4.41223
C 1.29776 8.53504 5.09537
Cl 2.26350 8.51942 6.57860
Cl 1.79741 7.20115 4.05194
Cl -0.41307 8.35229 5.50425
Cl 1.54180 10.07023 4.25000
C -1.09135 -8.13004 9.50986
Cl -0.13717 -7.73552 10.94772
Cl -0.99036 -6.80545 8.34830
Cl -0.45958 -9.60879 8.77096
Cl -2.78010 -8.38000 9.97393
```

The HOMO energy is -2.01 eV. The total charge is -1. The value obtained for the gap between HOMO and LUMO is 3.261 eV.

[7]
DFT (ωB97M-V with the def2-TZVPD basis set) results for C16H36FNSi in the gas phase.

Geometry as XYZ:
```
55
Properties=species:S:1:pos:R:3
C 3.82369 -2.57360 1.27181
C 3.09625 -1.66288 0.28593
C 3.62348 -0.22878 0.32366
C 3.21232 0.56877 1.57523
C 2.89722 2.03295 1.27162
C 1.60141 2.24309 0.48539
C 0.39052 2.46308 1.39225
C -0.95039 2.50181 0.64844
Si -1.45365 0.90881 -0.21697
C -0.94147 -0.53219 0.87498
C -1.64546 -0.51186 2.24680
C -3.29519 0.86420 -0.53942
C -3.75921 -0.40382 -1.29533
C -4.63742 -1.36731 -0.47882
N -3.94345 -2.50810 0.12959
C -0.59541 0.80317 -1.93428
F -1.57068 1.11241 -2.92499
C 0.07280 -0.51841 -2.28371
C 0.48311 -0.62992 -3.74578
H 3.29329 -3.51333 1.43528
H 3.93453 -2.09119 2.24686
H 4.82758 -2.81570 0.91561
H 2.02427 -1.66715 0.50911
H 3.19837 -2.06174 -0.72764
H 4.71817 -0.26644 0.28384
H 3.31841 0.30960 -0.57930
H 4.01608 0.54367 2.31572
H 2.35041 0.08938 2.05730
H 3.74673 2.46122 0.72986
H 2.82501 2.59310 2.21035
H 1.69984 3.11086 -0.17576
H 1.42347 1.38842 -0.17746
H 0.36823 1.68066 2.16044
H 0.54078 3.40485 1.93083
H -1.74832 2.77381 1.34905
H -0.93030 3.30612 -0.09893
H 0.14388 -0.47902 1.00869
H -1.12386 -1.47951 0.36035
H -2.00087 -1.50427 2.53232
H -2.51339 0.15177 2.29232
H -0.96249 -0.18523 3.03310
H -3.82736 0.95363 0.41410
H -3.55639 1.76312 -1.10454
H -4.28498 -0.10293 -2.20304
H -2.89786 -0.98135 -1.65468
H -5.44459 -1.74852 -1.11061
H -5.12265 -0.81607 0.33129
H -3.61989 -2.28402 1.06203
H -3.12922 -2.76986 -0.41361
H 0.15100 1.60324 -2.00983
H 0.96105 -0.59113 -1.64332
H -0.56254 -1.36622 -2.00726
H -0.38641 -0.65055 -4.40182
H 1.06059 -1.54100 -3.91133
H 1.10098 0.22040 -4.04574
```

The HOMO energy is -9.11 eV. As for the structure (SMILES): CCCCCCCC[Si@@](CC)(CCCN)[C@H](F)CC. The total charge is 0. The value obtained for the gap between HOMO and LUMO is 9.955 eV.

[8]
DFT (ωB97M-V with the def2-TZVPD basis set) results for a molecular structure, C36H39CoN4O4PSe2.

Geometry as XYZ:
```
87
Properties=species:S:1:pos:R:3
Co 0.32705 0.03156 0.59929
C 3.34707 4.87893 1.41743
C 3.28039 4.33805 0.01158
C 4.11645 4.92430 -0.93812
C 4.12247 4.52405 -2.26361
C 3.26413 3.52053 -2.68226
C 2.43321 2.91990 -1.75521
C 2.43122 3.30354 -0.41122
P 1.27081 2.30465 0.58808
C 1.82564 2.41875 2.32948
C 0.93301 2.77923 3.34267
C 1.36513 2.81199 4.67064
C 2.61533 2.32541 5.00379
C 3.43757 1.82195 4.00369
C 3.05964 1.83228 2.66506
C 3.97459 1.19639 1.65011
C -0.32369 3.15954 0.45942
C -0.47342 4.54098 0.57464
C -1.73168 5.11713 0.53955
C -2.84734 4.30014 0.38946
C -2.69851 2.93180 0.23115
C -1.43504 2.33265 0.22691
C -1.27749 0.86450 -0.08362
H 3.67107 5.91948 1.39304
H 4.06210 4.32228 2.02705
H 2.39098 4.83278 1.93373
H 4.77267 5.72712 -0.62193
H 4.79393 4.99979 -2.96694
H 3.25245 3.19266 -3.71312
H 1.77944 2.11655 -2.07358
H 0.21548 3.54947 3.06469
H 0.69768 3.17369 5.44426
H 2.95080 2.33004 6.03287
H 4.40445 1.40699 4.26599
H 5.01649 1.31022 1.95133
H 3.87083 1.58940 0.64168
H 3.76437 0.12591 1.57532
H 0.40459 5.16536 0.69914
H -1.84546 6.18963 0.62936
H -3.83807 4.73738 0.37310
H -3.57263 2.30802 0.08248
H -1.15325 0.76442 -1.16939
H -2.18066 0.31304 0.19305
C -3.78409 -2.42120 -0.68345
Se -1.87519 -2.76155 -0.81262
C -1.71496 -3.68959 0.90642
C -0.50853 -4.61493 0.92620
Se 1.07316 -3.66267 0.27461
C 2.10643 -5.22424 -0.24171
H -4.06400 -1.89862 -1.59543
H -4.01041 -1.79582 0.17839
H -4.33173 -3.35912 -0.62106
H -2.63236 -4.25789 1.06235
H -1.63850 -2.94589 1.70166
H -0.65935 -5.46792 0.26502
H -0.32983 -4.97529 1.93937
H 2.37497 -5.82550 0.62336
H 3.01054 -4.85811 -0.72263
H 1.53357 -5.81382 -0.95384
N -2.20149 1.69087 5.00960
C -1.33309 0.80161 4.44987
C -0.84495 1.04575 3.13870
N -0.31576 0.03746 2.46470
C 0.11634 -1.02965 3.17732
C -0.21460 -1.15286 4.50505
N -0.99494 -0.27155 5.14175
H -2.28122 2.61586 4.62647
H -2.41598 1.56807 5.98421
H -1.45132 1.72135 2.54604
H 0.65889 -1.80216 2.64541
H 0.12406 -2.00784 5.07663
O 3.44939 -0.10044 -1.62362
C 2.29327 -0.48296 -1.71975
O 1.45862 -0.63878 -0.75778
C 1.73123 -0.85156 -3.07906
C 2.57470 -1.02220 -4.16969
C 2.06219 -1.39343 -5.40667
C 0.69951 -1.58987 -5.56897
C -0.12193 -1.40450 -4.47017
C 0.36599 -1.04386 -3.23066
N -1.57392 -1.60537 -4.61907
O -2.00096 -1.88976 -5.71992
O -2.26534 -1.46974 -3.62650
H 3.63538 -0.86343 -4.02444
H 2.72508 -1.52862 -6.25089
H 0.27154 -1.87957 -6.51714
H -0.29801 -0.92838 -2.38813
```

Its spin multiplicity is 2. The HOMO energy (spin up / spin down) is -7.34 / -8.03 eV. As for the expectation value of S²: 0.79. The total charge is 0. The value obtained for the gap between HOMO and LUMO (spin up / spin down) is 6.981 / 7.674 eV.